{
  "formula": "C5H5NO",
  "method": "the ωB97M-V functional and the def2-TZVPD basis",
  "species": ["O", "C", "H", "H", "C", "C", "H", "C", "H", "C", "H", "N"],
  "coordinates": [[-0.1639, -0.2713, -1.8630], [-1.7609, -0.4066, 0.4024], [-0.4856, -0.8871, 2.0817], [-0.1109, -1.8521, 0.6998], [1.5494, 0.8976, -0.6675], [2.6193, 1.4708, -0.7369], [-2.4188, 0.3462, 0.8040], [-0.6234, -0.9240, 1.0454], [3.5860, 2.0328, -0.7633], [0.2951, 0.2322, -0.8400], [-2.0613, -0.9203, -0.4761], [-0.4250, 0.2818, 0.3136]],
  "atomic_forces_ev_per_a": [[1.4, 0.9, 0.7], [-0.5, 1.7, -1.7], [0.0, 0.5, 1.6], [-0.7, 0.7, -0.4], [2.5, 0.9, -1.1], [0.0, 0.2, 0.2], [-0.4, -0.6, 0.6], [2.3, -2.5, 1.5], [-1.6, -1.0, 0.1], [-1.6, -1.2, -1.8], [-0.4, -0.2, -0.7], [-1.1, 0.6, 1.1]],
  "homo_ha": -0.3617,
  "total_charge": 0,
  "smiles": "C#CC(=O)N1CC1",
  "relative_energy_kcal_mol": 85.8,
  "energy_ha": -323.3830,
  "multiplicity": 1
}

***

{
  "formula": "C27H40CdO4",
  "method": "the ωB97M-V functional and the def2-TZVPD basis",
  "species": ["C", "C", "C", "H", "H", "C", "H", "H", "H", "H", "H", "C", "H", "H", "H", "H", "H", "C", "H", "H", "H", "C", "O", "H", "C", "C", "C", "H", "H", "H", "C", "H", "C", "Cd", "O", "H", "H", "C", "C", "C", "H", "O", "H", "C", "C", "C", "C", "C", "H", "C", "H", "C", "C", "H", "H", "H", "H", "H", "H", "H", "H", "C", "H", "O", "C", "H", "H", "C", "H", "C", "H", "H"],
  "coordinates": [[-3.3842, -3.7955, 0.1679], [-6.1709, -0.4116, 2.1659], [-0.3127, 0.9694, -2.8802], [-1.9386, -2.3212, 1.0394], [1.3647, 0.0044, -0.7996], [-1.6090, 1.7296, 0.4930], [1.7493, 1.2576, -3.6887], [7.1373, -0.4304, 3.1764], [-0.8584, 0.3504, -2.0852], [1.3460, -0.5227, -3.4852], [-0.7854, 0.6670, -3.8899], [-2.2675, 3.0089, 0.3739], [0.3511, 2.7612, -1.7316], [-1.1468, -4.2905, 0.4928], [-2.5219, 2.2090, -2.0354], [2.1114, 1.6475, -1.2184], [8.7208, -0.0066, 1.6233], [-3.0720, -2.3600, 0.8201], [-3.2393, -1.5265, 0.0274], [-0.6506, 4.3661, -0.5808], [-4.0675, -4.3752, 0.8769], [-1.8030, 3.1080, -2.1644], [-1.4344, -0.0626, 2.2672], [-0.7474, 1.3964, -0.1682], [-4.5130, 2.1687, 1.6426], [-2.1683, 0.7022, 1.6050], [-6.8768, 1.0083, 2.0557], [-6.8332, -1.3370, 2.3340], [-2.2590, -5.7510, 0.2899], [3.5272, -1.5471, 0.1035], [-6.0502, 2.3337, 1.7892], [-0.0732, -3.9757, -2.5086], [-2.0687, -4.6834, -0.0828], [-5.0778, 0.6986, -0.1985], [7.0499, 1.2709, 1.8779], [3.5265, 0.2152, 0.6735], [5.4197, 0.2913, 2.8533], [-1.0234, -3.6416, -1.9692], [1.2476, 0.5069, -2.9743], [5.5608, -0.4509, -0.0958], [9.0055, 1.5383, 2.6686], [-3.6951, 4.5374, 1.7996], [5.5297, -1.8990, 1.6562], [-0.3384, 2.5527, -2.6308], [-3.7762, 0.7412, 1.7806], [-3.9319, -2.0528, 2.1702], [3.5083, -0.0444, -1.6138], [8.4959, 1.1048, 1.7402], [-3.3057, -2.1380, 3.1257], [2.0094, 0.5583, -1.5661], [0.0098, 3.1051, -3.5622], [-4.6186, -0.5918, 2.0539], [6.4476, 0.0442, 2.3871], [3.6490, -0.8665, -2.3894], [-3.9019, -3.6740, -0.8448], [4.1899, 0.8537, -1.8640], [-4.8093, -2.7966, 2.1404], [-2.2372, 3.7256, -3.0246], [7.2382, -1.4749, 0.9612], [-1.6682, -3.0557, -2.7099], [5.8814, 0.6209, -0.3125], [6.1967, -1.0647, 1.2512], [-2.4854, 4.8088, -0.9002], [-1.7247, -4.8171, -1.4943], [-1.6987, 3.9741, -0.7827], [8.8218, 1.7456, 0.8549], [-8.0058, 1.1255, 2.1298], [-3.5171, 3.4051, 1.3211], [5.9070, -1.0845, -0.9987], [3.9393, -0.4975, -0.1162], [-6.5556, 3.3542, 1.7027], [-0.7188, -2.9202, -1.1250]],
  "atomic_forces_ev_per_a": [[0.2, 0.0, 0.1], [1.0, 2.9, -0.6], [1.2, -0.3, -1.0], [-1.9, 0.1, -0.2], [0.9, 0.5, -0.8], [-3.0, 1.6, 1.3], [-0.6, -1.1, 1.0], [-1.1, 0.8, -0.9], [0.7, 1.0, -0.8], [-0.2, 1.5, 1.0], [0.5, 0.7, 1.6], [1.9, -2.4, -0.1], [-0.7, -0.2, -1.7], [-1.5, -0.4, -0.7], [1.0, 1.3, 0.0], [-0.3, -1.6, -0.4], [0.1, 1.6, 0.0], [0.9, -0.2, -0.1], [0.1, -1.0, 1.1], [-1.5, -0.5, -0.2], [0.8, 0.8, -1.1], [0.8, -0.1, -0.7], [-3.4, 2.7, -2.4], [-1.1, 0.6, 1.2], [-1.0, -1.5, 0.4], [2.4, -0.6, 0.3], [3.4, 0.0, -0.6], [1.2, 1.6, -0.3], [0.2, 1.6, -0.6], [0.7, 1.4, -0.3], [1.5, -3.8, 0.3], [-1.3, 0.5, 0.7], [0.2, -0.8, 0.0], [0.1, -0.1, 0.7], [0.3, -1.6, 0.4], [0.4, -0.8, -1.1], [1.8, -0.1, -0.6], [0.4, 0.5, -0.5], [-0.1, 0.5, -0.2], [-0.8, -1.0, 0.0], [-0.6, -0.8, -1.1], [0.2, -4.3, -1.9], [1.1, 1.1, -0.5], [-1.0, -0.6, 1.1], [-2.5, -0.2, 0.3], [-1.0, 0.9, -1.4], [-0.5, 1.2, 1.3], [-0.2, 0.5, 0.2], [-1.0, 0.2, -1.4], [0.0, -0.2, -0.7], [-0.3, -0.7, 1.4], [-1.1, 2.2, 0.2], [-0.6, -0.6, 0.0], [-0.3, 1.0, 1.1], [0.6, -0.3, 1.5], [-1.0, -1.6, 0.1], [1.3, 1.1, 0.5], [0.6, -0.6, 1.4], [-1.8, 0.3, 0.5], [0.8, -0.8, 0.9], [-0.3, -1.4, 0.6], [0.9, 0.9, -0.8], [1.6, -0.9, 0.4], [0.2, 1.5, 1.6], [-2.6, -0.5, -0.3], [-0.4, -1.2, 1.1], [1.7, -0.4, -0.1], [0.8, 1.8, 0.6], [-0.5, 0.9, 1.4], [0.9, 0.0, -1.0], [0.9, -1.6, 0.1], [-0.4, -1.1, -1.1]],
  "homo_ha": -0.4492,
  "total_charge": 2,
  "energy_ha": -1520.4016,
  "multiplicity": 1
}

***

{
  "formula": "C5H23N2O6",
  "method": "the ωB97M-V functional and the def2-TZVPD basis",
  "species": ["H", "H", "C", "C", "O", "H", "H", "N", "H", "H", "H", "H", "H", "H", "C", "H", "H", "C", "N", "H", "H", "H", "O", "H", "H", "O", "H", "H", "O", "H", "O", "C", "H", "H", "O", "H"],
  "coordinates": [[-0.2179, -3.4261, -0.2570], [-1.6097, -0.8111, -2.3453], [0.8224, 0.0345, 0.9413], [-2.0268, 0.8099, 0.2522], [3.2984, 1.8319, 1.9769], [0.2122, 0.5293, 2.9301], [-2.2451, 1.3194, 2.2165], [-0.7038, -1.3003, 2.2430], [0.3560, -0.4828, 0.1107], [-0.8105, 2.0775, 1.5767], [1.2511, 0.9817, 0.5711], [1.7209, 1.3014, -3.2483], [1.1259, -0.0997, -3.0186], [-0.6323, 1.6249, -1.1381], [-1.3905, 1.1602, 1.5803], [2.5108, -0.9999, 1.0531], [-3.1946, 0.5099, -2.0022], [-0.2658, 0.1686, 1.9966], [-2.2169, 0.7146, -2.1340], [-0.3401, -1.9671, 1.5457], [3.6449, 0.8065, -0.8113], [-1.9955, 1.2896, -2.9357], [1.1657, 0.7907, -2.6480], [-1.7251, -1.2483, 2.2693], [2.2845, 0.3358, -1.3032], [1.7821, -0.7354, 1.6284], [2.8211, 0.9777, 2.0686], [-2.9131, 0.1654, 0.3260], [-1.3950, -1.7481, -2.4934], [-0.2959, -1.5408, 3.1533], [2.9359, 0.2013, -0.5799], [-1.6007, 1.1687, -0.9559], [-1.7840, -1.9921, -3.3397], [2.5477, 2.4338, 2.0173], [-0.2247, -2.4519, -0.2462], [-0.8917, -2.4296, -1.0001]],
  "atomic_forces_ev_per_a": [[0.8, 0.1, 0.6], [-0.3, 0.5, -0.2], [-0.4, 0.6, 0.4], [0.0, 0.0, 0.1], [-0.9, -0.6, 0.2], [-0.4, -0.4, -0.4], [0.2, -0.2, 1.1], [-0.1, 1.5, 1.2], [0.4, -0.1, -0.3], [-0.3, 0.4, -0.3], [-0.5, -0.2, 0.5], [0.0, 0.0, -0.1], [-0.1, 0.0, -0.1], [-0.2, 0.4, 0.2], [0.7, -0.9, -1.0], [-0.1, 0.3, -0.4], [-0.2, 0.2, -0.3], [0.1, 0.5, 0.0], [0.3, 0.7, 0.3], [-0.3, 0.3, -0.6], [0.3, 0.0, 0.3], [-0.4, 0.0, 0.0], [-0.1, -0.1, 0.0], [0.2, -0.8, 0.1], [0.4, -0.1, 0.4], [0.2, -0.4, 0.3], [0.8, 0.3, -0.1], [0.1, 0.4, -0.1], [0.3, -1.1, -0.3], [-0.5, -0.2, -0.2], [0.0, 0.0, -0.9], [0.2, -0.7, 0.1], [0.0, -0.1, 0.1], [0.3, 0.5, 0.0], [-1.3, -1.8, -0.8], [0.7, 1.2, 0.4]],
  "homo_ha": -0.4452,
  "total_charge": 1,
  "relative_energy_kcal_mol": 65.2,
  "energy_ha": -765.0112,
  "multiplicity": 1
}

***

{
  "formula": "F2H2NPS",
  "method": "the ωB97M-V functional and the def2-TZVPD basis",
  "species": ["H", "S", "F", "N", "P", "H", "F"],
  "coordinates": [[-1.4623, -0.7649, 0.8761], [1.9119, -1.4682, -0.2208], [0.6744, 0.8610, -1.4307], [-1.1267, -0.3745, 0.0839], [0.6715, -0.0395, -0.1990], [-1.6017, 0.6427, 0.1028], [0.9328, 1.1435, 0.7876]],
  "atomic_forces_ev_per_a": [[-0.4, -2.1, 3.3], [-0.5, 0.3, 0.1], [-0.7, 0.2, -1.2], [2.8, 5.9, -4.3], [-2.8, -1.4, 1.9], [1.4, -2.8, -0.3], [0.2, -0.1, 0.5]],
  "homo_ha": -0.3727,
  "total_charge": 0,
  "smiles": "NP(F)(F)=S",
  "relative_energy_kcal_mol": 21.2,
  "energy_ha": -995.3202,
  "multiplicity": 1
}

***

{
  "formula": "C9H7NO3",
  "method": "the ωB97M-V functional and the def2-TZVPD basis",
  "species": ["H", "O", "C", "C", "H", "O", "C", "O", "H", "C", "N", "H", "H", "C", "H", "C", "C", "H", "C", "C"],
  "coordinates": [[-0.7014, -0.0574, -2.2262], [1.8697, 2.0567, 0.3490], [-0.9020, -2.0676, 0.6658], [-0.2389, 0.3151, 0.4496], [-0.6181, 2.3766, 0.6998], [-1.5004, 1.3114, -3.5551], [-0.9708, 0.9640, -2.5319], [3.2467, 0.4548, 0.8999], [-2.1903, -0.4130, 0.0540], [-0.9707, 1.9628, -1.3983], [2.0949, 0.9032, 0.6863], [0.4709, -3.4198, 1.6672], [-1.7118, -2.7936, 0.5064], [-0.5744, 1.6596, -0.1233], [-1.1977, 3.0571, -1.6132], [-1.1459, -0.7232, 0.4028], [1.3223, -1.3898, 1.2956], [2.3257, -1.7022, 1.6493], [0.3506, -2.4024, 1.2837], [1.0417, -0.0925, 0.8385]],
  "atomic_forces_ev_per_a": [[0.4, -0.2, -0.6], [-0.2, -1.1, 0.4], [1.0, 0.3, 1.5], [1.1, -0.8, -1.1], [0.0, 0.4, -0.7], [0.5, -0.8, -0.8], [-1.6, 1.8, 1.7], [-1.8, 1.1, -0.4], [1.5, -0.7, 0.4], [1.3, 0.4, 1.6], [3.1, -0.8, 0.5], [0.5, 0.5, -0.2], [0.6, 0.3, 0.2], [-1.0, 0.0, -0.2], [0.1, -1.8, 0.0], [-3.1, 0.0, -1.2], [0.6, -1.1, 0.5], [-0.7, 0.8, -0.3], [-1.6, 1.0, -1.4], [-0.8, 0.4, 0.0]],
  "homo_ha": -0.3619,
  "total_charge": 0,
  "smiles": "O=C/C=C\\c1ccccc1[N+](=O)[O-]",
  "relative_energy_kcal_mol": 105.4,
  "energy_ha": -627.4753,
  "multiplicity": 1
}